Arrangement w

Below is a gas-phase ion, CHN2OS (charge -1), with properties calculated with ωB97M-V/def2-TZVPD.

Results
E_HOMO: -0.12307 Ha
gap between HOMO and LUMO: 0.272 hartree
SMILES: [H]/N=N/C([O-])=S
net charge: -1

Each line ends with the Löwdin charge.
Element x y z (Å)
H -0.42 -1.02 -1.87  -0.01
N -0.50 -0.17 -1.39  -0.04
N 0.35 -0.34 -0.48  -0.15
C 0.33 0.54 0.87  -1.10
O 1.05 1.40 1.18  -0.06
S -0.80 -0.41 1.69  0.37


Arrangement x

Below is a molecular structure, CHN2OS, with properties calculated with ωB97M-V/def2-TZVPD.

Results
E_HOMO: -0.13680 Ha
gap between HOMO and LUMO: 0.274 hartree
net charge: -1

Each line ends with the Löwdin charge.
Element x y z (Å)
C 1.00 0.84 -0.05  -0.79
N 0.46 1.27 -1.02  -0.08
N -0.27 -1.66 -0.21  -0.57
O 1.65 0.23 0.77  -0.05
S -1.05 -0.48 -0.55  0.58
H -1.79 -0.19 1.07  -0.10


Of them, the most stable is arrangement w and the least stable is arrangement x.


Arrangement w

Below is 8 unconnected molecules or ions with the total composition C6H26NO8, with properties calculated with ωB97M-V/def2-TZVPD.

Results
E_HOMO: -0.17813 Ha
gap between HOMO and LUMO: 0.297 hartree
net charge: -1

Each line ends with the Löwdin charge.
Element x y z (Å)
C -0.75 0.24 1.31  -0.08
N -0.37 -0.84 0.41  -0.16
C -0.49 -2.20 0.91  -0.21
C 0.77 -2.96 0.56  -0.17
C 1.51 -2.11 -0.45  -0.14
C 1.04 -0.65 -0.10  -0.24
C 0.88 0.32 -1.19  -0.32
O 1.57 1.50 -0.92  -0.30
H -1.85 0.35 1.45  0.10
H -0.48 1.27 0.80  0.12
H -0.38 0.43 2.22  -0.04
H -0.81 -2.22 1.91  0.09
H -1.41 -2.62 0.57  0.10
H 0.32 -3.93 0.37  0.10
H 1.59 -3.10 1.43  0.14
H 2.62 -2.16 -0.32  0.11
H 1.45 -2.39 -1.47  0.08
H 1.74 -0.17 0.72  0.17
H 0.06 0.58 -1.69  0.03
H 1.44 0.01 -2.17  0.14
H -2.09 0.31 -2.50  0.11
H -1.43 -0.66 -1.46  -0.07
O -1.89 -0.67 -2.21  -0.04
H -0.26 -2.31 -4.14  -0.01
H -1.43 -1.84 -3.14  0.09
O -0.73 -2.71 -3.39  -0.21
H 1.04 0.64 3.98  0.00
H 0.95 1.69 2.60  0.01
O 0.47 1.19 3.48  -0.20
H 1.04 2.57 -1.70  -0.04
H 0.83 2.93 -3.13  0.06
O 0.54 3.26 -2.25  -0.13
H -1.48 2.07 -0.96  0.07
H -0.96 2.68 -2.16  -0.04
O -1.74 2.16 -1.94  -0.11
H 1.58 1.75 0.59  0.08
H 2.58 2.54 1.71  0.09
O 1.61 2.30 1.59  -0.14
H -1.29 0.09 3.88  -0.03
H -2.65 -0.57 3.75  0.07
O -1.83 -0.54 4.36  -0.10


Arrangement x

Below is 8 unconnected molecules or ions with the total composition C6H26NO8, with properties calculated with ωB97M-V/def2-TZVPD.

Results
E_HOMO: -0.20132 Ha
gap between HOMO and LUMO: 0.311 hartree
net charge: -1

Each line ends with the Löwdin charge.
Element x y z (Å)
C -1.80 -0.69 2.41  -0.34
O -0.69 0.02 2.85  -0.18
C -1.51 -1.48 1.12  -0.15
C -0.96 -0.51 0.03  -0.18
C -1.89 -0.11 -1.05  -0.41
C -2.07 -0.91 -2.09  0.01
C -2.24 2.17 0.18  -0.09
N -2.56 1.15 -0.86  -0.05
H -2.69 -0.09 2.32  0.07
H -1.94 -1.47 3.18  0.11
H -2.36 -2.03 0.64  0.11
H -0.68 -2.22 1.33  0.12
H -0.59 0.55 0.48  0.10
H 0.04 -0.70 -0.46  0.12
H -2.67 -0.58 -2.94  0.05
H -1.66 -1.86 -2.44  0.07
H -1.32 2.83 -0.19  0.11
H -3.03 2.91 0.33  0.06
H -1.91 1.65 1.13  0.07
H -2.89 1.51 -1.75  0.10
H 2.38 2.65 -0.99  0.08
H 1.63 1.60 0.16  0.01
O 2.27 1.67 -0.73  -0.21
H 2.23 -1.30 0.12  -0.05
H 3.66 -1.63 0.59  0.12
O 2.81 -2.01 0.07  -0.08
H -4.14 -0.61 -0.25  0.00
H -4.21 -0.46 1.31  0.06
O -4.61 -0.98 0.51  -0.11
H 2.91 0.12 1.63  0.10
H 3.57 0.96 0.48  -0.12
O 3.80 0.50 1.18  -0.10
H 0.18 0.21 2.16  0.09
H 1.26 1.84 1.97  0.03
O 1.28 1.03 1.42  -0.34
H 3.55 0.51 -1.50  0.00
H 3.61 -1.01 -1.46  -0.07
O 3.96 -0.29 -1.84  -0.03
H 1.00 0.07 -2.47  -0.03
H 2.34 -0.46 -2.81  0.01
O 1.49 -0.17 -3.23  -0.08


Of them, the most stable is arrangement x and the least stable is arrangement w.


Arrangement w

Below is a gas-phase ion, C2H2N3S2 (charge +1), with properties calculated with ωB97M-V/def2-TZVPD.

Results
E_HOMO: -0.50465 Ha
gap between HOMO and LUMO: 0.269 hartree
net charge: +1

Each line ends with the Löwdin charge.
Element x y z (Å)
C -2.07 -0.25 -0.06  -0.53
C -1.23 -1.33 -0.13  -0.16
N 0.85 -0.27 -0.15  -0.31
N 2.25 1.41 0.63  -0.32
N 0.12 -1.27 -0.26  0.06
S -2.96 0.98 0.09  1.04
S 1.80 0.86 -0.68  1.03
H -1.79 -2.22 -0.20  0.12
H 3.03 2.09 0.77  0.06


Arrangement x

Below is 2 unconnected molecules or ions with the total composition C2H2N3S2, with properties calculated with ωB97M-V/def2-TZVPD.

Results
E_HOMO (alpha / beta): -0.54202 / -0.54209 Ha
gap between HOMO and LUMO (alpha / beta): 0.268 / 0.269 hartree
net charge: +1

Each line ends with the Löwdin charge.
Element x y z (Å)
C 0.49 0.46 -0.57  -0.57
C -0.61 0.86 -0.86  0.11
N -1.30 2.57 2.34  0.06
N 0.52 -2.28 -0.49  -0.29
N -1.71 2.36 1.34  0.02
S 2.04 0.06 -0.05  0.74
S 1.92 -1.99 0.02  0.82
H -1.56 1.20 -1.15  0.05
H 0.21 -3.24 -0.57  0.05


Of them, the most stable is arrangement x and the least stable is arrangement w.


Arrangement w

Below is a molecular structure, C3H11NO4, with properties calculated with ωB97M-V/def2-TZVPD.

Results
E_HOMO: -0.34760 Ha
gap between HOMO and LUMO: 0.362 hartree

Each line ends with the Löwdin charge.
Element x y z (Å)
H -1.46 0.31 1.14  0.04
O -1.22 0.29 2.33  0.08
O -1.77 0.31 -0.03  -0.03
H -0.95 -0.74 2.24  0.15
H -0.46 0.80 2.27  0.04
C -1.03 0.88 -0.99  -0.58
O -1.16 0.83 -2.17  0.08
C 0.33 1.48 -0.53  -0.17
H 0.68 2.06 -1.37  0.11
N 1.15 0.39 -0.04  -0.11
H 2.06 0.75 0.13  0.08
H 0.08 2.13 0.29  0.11
C 1.31 -0.72 -1.07  -0.11
H 2.09 -1.54 -0.71  0.11
H 0.45 -1.20 -1.44  0.04
H 1.82 -0.20 -1.97  0.11
O -0.85 -1.92 0.98  -0.03
H -1.01 -1.43 0.21  -0.02
H -0.07 -2.48 0.75  0.10


Arrangement x

Below is 3 unconnected molecules or ions with the total composition C3H11NO4, with properties calculated with ωB97M-V/def2-TZVPD.

Results
E_HOMO: -0.33839 Ha
gap between HOMO and LUMO: 0.356 hartree
SMILES: C[C@@H](N)C(=O)O.O.O

Each line ends with the Löwdin charge.
Element x y z (Å)
C -0.81 -2.24 -0.08  -0.06
C -1.37 -0.85 -0.26  -0.34
N -1.96 -0.47 1.07  0.04
C -0.40 0.26 -0.49  -0.52
O -0.62 1.43 -0.24  0.07
O 0.79 -0.11 -1.04  0.01
H -1.58 -2.97 0.13  0.07
H -0.46 -2.64 -1.05  0.09
H 0.00 -2.37 0.65  0.09
H -2.11 -0.68 -1.07  0.15
H -2.63 0.27 1.05  0.07
H -2.22 -1.28 1.60  0.06
H 1.47 0.33 -0.30  0.03
O 2.45 0.66 0.54  0.02
H 2.30 1.05 1.42  0.11
H 2.83 1.49 0.17  0.08
O 1.83 2.94 -0.69  -0.08
H 1.19 2.67 -0.01  0.03
H 1.31 2.49 -1.39  0.06


Of them, the most stable is arrangement x and the least stable is arrangement w.


Arrangement w

Below is 3 unconnected molecules or ions with the total composition C3H11NO4, with properties calculated with ωB97M-V/def2-TZVPD.

Results
E_HOMO: -0.34851 Ha
gap between HOMO and LUMO: 0.361 hartree
SMILES: O=CCNCO.O.O

Each line ends with the Löwdin charge.
Element x y z (Å)
O 0.43 2.42 -0.88  0.06
C 0.79 1.29 -1.07  -0.24
C 1.12 0.37 0.10  -0.21
N 0.22 -0.78 0.23  -0.04
C 0.63 -1.87 1.12  -0.26
O 1.75 -1.59 1.95  -0.04
H 0.87 0.84 -2.08  0.13
H 1.21 0.98 1.00  0.11
H 2.15 0.01 -0.01  0.13
H -0.72 -0.47 0.37  0.07
H -0.21 -2.22 1.74  0.12
H 0.94 -2.70 0.48  0.12
H 1.56 -0.78 2.38  0.06
O -2.14 1.49 1.20  -0.04
H -2.74 1.68 0.46  0.06
H -1.22 1.44 1.05  -0.02
O -1.92 -1.16 -2.66  -0.07
H -1.88 -0.26 -3.00  0.03
H -2.21 -1.04 -1.74  0.03


Arrangement x

Below is 3 unconnected molecules or ions with the total composition C3H11NO4, with properties calculated with ωB97M-V/def2-TZVPD.

Results
E_HOMO: -0.35478 Ha
gap between HOMO and LUMO: 0.380 hartree
SMILES: CCNC(=O)O.O.O

Each line ends with the Löwdin charge.
Element x y z (Å)
C -0.95 -0.57 2.49  -0.09
C -1.14 0.88 2.02  -0.21
N -1.40 0.90 0.57  0.06
C -0.41 0.71 -0.30  -0.63
O 0.76 0.60 0.05  0.05
O -0.85 0.61 -1.56  0.09
H -1.49 -1.27 1.87  0.07
H 0.11 -0.80 2.58  0.07
H -1.34 -0.68 3.51  0.06
H -2.02 1.26 2.55  0.11
H -0.26 1.47 2.18  0.11
H -2.36 0.97 0.28  0.14
H -0.18 0.34 -2.27  0.07
O 2.64 -1.38 -1.60  -0.05
H 2.12 -2.07 -1.15  0.08
H 2.44 -0.56 -1.12  0.05
O 1.06 -0.09 -3.28  -0.08
H 1.72 -0.68 -2.82  0.02
H 1.55 0.34 -4.00  0.08


Of them, the most stable is arrangement x and the least stable is arrangement w.


Arrangement w

Below is a molecular structure, C16H34HgP2, with properties calculated with ωB97M-V/def2-TZVPD.

Results
E_HOMO (alpha / beta): -0.22069 / -0.21547 Ha
gap between HOMO and LUMO (alpha / beta): 0.201 / 0.198 hartree

Each line ends with the Löwdin charge.
Element x y z (Å)
P 1.27 1.22 2.05  0.85
P 1.34 -2.25 -1.43  0.81
C 0.37 -0.10 0.64  -0.44
C 0.44 -1.55 0.13  -0.39
H -0.04 0.55 -0.14  -0.01
H -0.49 -0.16 1.31  0.02
H 0.68 -2.22 0.98  0.08
H -0.60 -1.82 -0.17  0.03
C 0.77 -1.54 -3.02  -0.29
H 1.46 -1.74 -3.85  0.05
H 0.72 -0.43 -2.96  0.02
H -0.22 -1.97 -3.24  0.04
C 0.76 -3.96 -1.34  -0.29
H -0.08 -4.06 -2.04  0.03
H 0.43 -4.20 -0.31  0.04
H 1.58 -4.63 -1.64  0.04
C 1.01 3.08 1.81  -0.29
H 1.79 3.59 2.42  0.04
H 0.02 3.39 2.19  0.03
H 1.12 3.40 0.75  0.03
C 0.38 0.73 3.53  -0.32
H 0.07 -0.32 3.45  0.05
H -0.49 1.37 3.72  0.02
H 1.08 0.84 4.37  0.04
Hg 2.59 0.56 -0.48  0.82
C -2.25 -0.80 -1.01  -0.13
C -1.52 0.06 -1.73  -0.16
C -1.98 1.37 -2.22  -0.17
C -2.25 2.38 -1.09  -0.17
C -1.51 2.13 0.17  -0.15
C -1.97 1.35 1.17  -0.14
C -3.15 0.42 1.10  -0.17
C -3.43 -0.40 -0.19  -0.17
C 3.86 0.56 1.54  -0.31
H -2.23 -1.88 -1.21  0.11
H -0.65 -0.29 -2.24  0.02
H -2.88 1.23 -2.84  0.12
H -1.24 1.78 -2.91  0.11
H -2.01 3.39 -1.44  0.12
H -3.32 2.30 -0.87  0.11
H -0.65 2.76 0.32  0.05
H -1.60 1.48 2.19  0.07
H -4.06 0.99 1.31  0.12
H -3.11 -0.30 1.92  0.11
H -3.95 -1.34 0.08  0.11
H -4.11 0.18 -0.83  0.11
H 4.08 -0.48 1.86  -0.01
H 3.41 1.13 2.41  -0.09
H 4.79 1.06 1.23  -0.04
C 3.76 -1.51 -0.83  -0.33
H 4.77 -1.11 -1.00  -0.03
H 3.46 -2.11 -1.72  -0.09
H 3.74 -2.12 0.10  -0.01


Arrangement x

Below is a molecular structure, C16H34HgP2, with properties calculated with ωB97M-V/def2-TZVPD.

Results
E_HOMO (alpha / beta): -0.15436 / -0.15425 Ha
gap between HOMO and LUMO (alpha / beta): 0.150 / 0.149 hartree

Each line ends with the Löwdin charge.
Element x y z (Å)
P -0.54 1.49 2.15  0.99
P 3.14 -1.18 0.35  0.86
C -0.08 -0.33 1.26  -0.34
C 1.25 -1.06 1.28  -0.35
H -0.47 -0.40 0.22  -0.04
H -0.77 -0.97 1.85  0.06
H 1.77 -0.80 2.23  0.04
H 1.07 -2.14 1.26  0.04
C 3.37 -0.91 -1.45  -0.35
H 4.45 -1.04 -1.49  0.03
H 3.30 0.13 -1.79  0.02
H 2.86 -1.63 -2.12  0.03
C 3.55 -2.96 0.38  -0.36
H 3.41 -3.43 -0.61  0.02
H 3.03 -3.51 1.16  0.02
H 4.61 -2.95 0.64  0.02
C -1.70 2.75 1.45  -0.26
H -1.83 3.48 2.25  0.06
H -2.68 2.34 1.16  0.04
H -1.24 3.23 0.59  0.01
C -1.87 0.80 3.33  -0.20
H -1.77 -0.27 3.60  0.05
H -2.90 0.90 2.94  0.06
H -1.83 1.35 4.27  0.04
Hg 0.13 1.37 -1.19  0.92
C -0.65 -1.56 -1.53  -0.15
C -0.19 -0.48 -2.32  -0.40
C -1.03 0.14 -3.47  -0.23
C -2.40 0.60 -2.90  -0.18
C -2.22 0.84 -1.40  -0.32
C -2.69 0.03 -0.39  -0.16
C -2.97 -1.46 -0.47  -0.18
C -2.00 -2.16 -1.48  -0.19
C 0.84 2.62 2.44  -0.24
H 0.09 -2.18 -1.04  0.10
H 0.85 -0.57 -2.65  0.07
H -1.09 -0.46 -4.39  0.12
H -0.53 1.06 -3.81  0.08
H -2.77 1.54 -3.35  0.11
H -3.18 -0.15 -3.13  0.11
H -1.98 1.93 -1.19  0.03
H -3.02 0.49 0.55  0.07
H -4.03 -1.68 -0.73  0.12
H -2.85 -1.96 0.52  0.10
H -1.88 -3.23 -1.20  0.12
H -2.49 -2.17 -2.46  0.10
H 1.73 2.12 2.80  0.03
H 0.69 3.43 3.19  0.07
H 1.13 3.10 1.46  0.06
C 3.49 1.40 0.74  -0.29
H 3.21 2.47 0.68  -0.11
H 4.30 1.07 0.07  -0.10
H 3.37 0.94 1.74  -0.13


Of them, the most stable is arrangement x and the least stable is arrangement w.